C3H5BrO | ωB97M-V/def2-TZVPD

Summary:
**Spin multiplicity**: 1
**HOMO-LUMO gap (alpha / beta)**: 0.30843 / 0.31201 Ha
**Lowest unoccupied orbital energy (alpha / beta)**: 0.3814 / 0.3099 eV
**Energy relative to the best compared isomer or geometry (same formula, charge and spin)**: 100.3 kcal per mole

Cartesian coordinates (Å):
C (0.177, 1.442, 0.748)
C (0.727, 0.280, 0.083)
C (-0.868, -1.443, -0.595)
O (0.471, 1.329, -0.665)
Br (2.323, -0.675, 0.094)
H (-0.848, 1.516, 0.965)
H (0.956, 2.024, 1.294)
H (-1.641, -1.355, 0.218)
H (-0.056, -2.227, -0.570)
H (-1.241, -0.892, -1.571)